(1)
{"formula": "C27H16BF2FeIN2O2S2", "method": "ωB97M-V/def2-TZVPD", "elements": ["C", "H", "C", "C", "H", "H", "B", "H", "C", "S", "H", "C", "C", "O", "C", "H", "F", "F", "C", "H", "N", "H", "C", "C", "C", "C", "C", "C", "I", "C", "C", "C", "S", "C", "C", "H", "H", "H", "C", "H", "C", "H", "Fe", "C", "C", "N", "C", "H", "C", "C", "H", "C", "H", "O"], "coordinates": [[-1.349123, 3.182002, -4.181395], [2.780472, 2.494307, 0.693880], [-3.150756, 0.708180, 1.197231], [-1.344995, 2.308744, -3.004133], [0.413858, 1.184041, -3.612115], [-0.381953, 4.659203, -7.225500], [-0.057940, -2.138519, -2.520185], [2.336468, 0.465702, -0.544968], [-0.897382, -4.322009, 5.258380], [-0.115357, 3.097010, -5.380976], [-3.129572, 4.380160, -3.898583], [3.403776, -0.845757, 0.823531], [-2.280562, 1.561488, -0.906555], [2.424589, -2.125518, -0.957817], [-0.644275, -3.077191, 3.315429], [-1.348832, -4.633120, 6.188001], [0.154343, -2.277831, -3.840442], [-1.144616, -2.815502, -2.109777], [-1.923516, -1.195805, 2.295414], [-2.276431, -2.704990, 4.691381], [-0.103735, -1.139040, 0.194536], [4.557800, -1.813429, 2.322439], [2.917327, 0.375202, 0.375503], [-1.146832, -0.274928, 0.237811], [4.185075, -0.859681, 1.975207], [-2.265917, 4.148331, -4.502124], [-1.396558, -3.278957, 4.443995], [3.098338, -2.177731, 0.142046], [4.350386, 3.275693, 3.244114], [3.172888, 1.554706, 1.058245], [4.463579, 0.307324, 2.664929], [-3.239862, 1.575833, 0.164294], [0.680496, -4.176154, 3.258004], [-0.346156, 1.323378, -2.853705], [0.029157, -2.017613, 1.166620], [0.869586, -2.695287, 1.080274], [-2.633029, -1.213562, 3.111731], [-3.883621, 0.728282, 1.993359], [3.948612, 1.511892, 2.205822], [-4.044392, 2.298627, 0.124458], [-2.313313, 2.414821, -2.016446], [-3.101960, 3.150800, -2.091401], [1.003254, -0.953267, -1.398669], [0.224755, -4.891919, 4.735783], [-0.834664, 4.340000, -6.301585], [-0.284598, 0.507365, -1.815609], [-1.970013, 4.811762, -5.717459], [-2.575165, 5.599677, -6.139008], [-0.862332, -2.085852, 2.260146], [-1.242383, 0.630534, -0.851282], [0.807971, -5.700518, 5.144130], [-2.090086, -0.258924, 1.267126], [5.073149, 0.280530, 3.557616], [3.484048, -3.202491, 0.678302]], "forces_ev_per_a": [[-0.087, 0.118, -0.014], [0.000, 0.002, -0.001], [-0.007, 0.029, -0.025], [-0.117, -0.031, 0.180], [0.021, -0.004, -0.013], [0.014, 0.000, -0.008], [-0.068, 0.142, 0.136], [0.052, -0.047, -0.025], [0.043, -0.024, 0.005], [-0.062, 0.028, -0.019], [-0.030, 0.002, 0.026], [0.012, -0.006, 0.036], [0.157, -0.053, -0.123], [0.108, -0.128, -0.043], [-0.080, -0.020, 0.097], [-0.002, -0.008, 0.016], [0.106, -0.012, -0.206], [-0.124, -0.127, 0.105], [0.154, -0.097, -0.040], [-0.027, 0.022, -0.001], [-0.266, -0.012, 0.109], [0.011, -0.015, -0.005], [-0.057, -0.066, -0.060], [0.094, -0.126, 0.129], [-0.088, -0.046, -0.034], [0.110, -0.093, -0.018], [0.095, -0.012, -0.092], [0.011, 0.099, 0.002], [0.002, 0.021, 0.013], [0.018, 0.037, 0.039], [0.018, 0.070, 0.048], [-0.008, -0.013, 0.033], [-0.013, 0.003, 0.072], [-0.192, -0.029, 0.231], [-0.129, 0.140, -0.012], [-0.016, -0.055, 0.005], [-0.003, -0.016, 0.026], [-0.014, 0.003, 0.011], [-0.006, -0.044, -0.029], [-0.013, 0.009, -0.002], [0.206, -0.058, -0.142], [-0.009, 0.030, -0.021], [0.045, 0.189, 0.001], [-0.015, -0.012, -0.006], [0.002, 0.033, 0.004], [-0.204, 0.108, 0.070], [0.034, -0.019, -0.040], [-0.005, 0.010, -0.011], [-0.092, 0.118, -0.035], [0.185, 0.017, -0.252], [0.010, -0.012, 0.000], [0.217, -0.075, -0.118], [0.001, 0.001, 0.007], [0.009, 0.029, -0.007]], "nbo_charge": [-0.245, 0.224, -0.173, -0.077, 0.213, 0.245, 0.997, 0.160, -0.256, 0.467, 0.219, -0.185, 0.008, -0.790, -0.254, 0.228, -0.532, -0.536, -0.121, 0.216, -0.416, 0.248, -0.107, 0.222, -0.148, -0.219, -0.219, 0.769, 0.144, -0.275, -0.249, -0.190, 0.505, 0.083, 0.096, 0.238, 0.218, 0.223, -0.143, 0.220, -0.142, 0.217, 0.571, -0.406, -0.404, -0.416, -0.250, 0.230, -0.066, 0.114, 0.244, -0.084, 0.226, -0.638], "charge": 0, "gap_ev": [6.9, 6.9], "homo_energy_ev": [-8.05, -8.08]}

(2)
{"formula": "C27H16Cl2F6N6O6S2Tl", "method": "ωB97M-V/def2-TZVPD", "elements": ["F", "S", "H", "H", "C", "C", "C", "C", "C", "S", "C", "C", "Cl", "C", "N", "O", "Cl", "C", "F", "C", "O", "H", "C", "H", "C", "C", "N", "N", "H", "H", "O", "O", "C", "C", "N", "C", "C", "H", "C", "O", "N", "H", "H", "C", "F", "C", "F", "H", "C", "H", "O", "C", "N", "H", "H", "C", "F", "C", "H", "H", "C", "C", "F", "Tl", "C", "H"], "coordinates": [[2.665302, 0.604674, 5.111927], [-0.477521, -2.002850, -3.044937], [3.593390, -1.325636, 3.722890], [3.639047, -0.810545, -4.125614], [-2.043181, -4.010635, 3.654747], [-1.026007, -2.420596, 2.096724], [1.977502, 0.805042, 3.972490], [3.037945, -0.650541, -3.238908], [1.844988, 1.230097, -4.342554], [-2.573897, -3.689102, -1.715198], [2.331865, -1.235793, -1.041587], [-2.293827, -2.299587, 1.480080], [0.565571, -3.504242, 4.004857], [-1.319915, 2.600476, -0.749504], [-2.384080, 2.265043, 4.147042], [-0.383790, 3.502720, -5.720941], [-4.636001, -4.785596, 3.584646], [0.863428, 2.153758, -4.309121], [4.928741, 0.953862, 3.668325], [-2.558486, -1.426666, 0.343945], [-1.818512, -0.548502, -0.107358], [-3.552359, -1.533150, -0.104517], [2.097922, 0.392122, -3.219499], [2.231158, -1.635214, 2.630100], [-3.269736, -3.872964, 3.012841], [0.318795, 1.587854, -2.015302], [1.466909, -0.247096, -1.011273], [-4.407392, 3.700254, 4.017430], [3.845455, -1.281641, 1.971505], [-4.337825, -2.948540, 1.413069], [-3.054927, -1.464772, -2.856265], [2.083592, 0.792040, 1.575986], [1.331957, 0.559097, -2.067158], [-3.460731, 3.031912, 4.040059], [0.665022, 2.911802, -5.561545], [3.140898, -1.052476, 2.770323], [2.782304, 0.434100, 2.704960], [-2.468600, 4.148549, -1.693733], [-0.956668, -3.299844, 3.201436], [1.556465, 2.888082, -6.386251], [-1.161700, 1.432998, 2.206152], [-2.116547, 0.382437, -2.823078], [-3.708239, 0.265903, -3.628034], [0.043490, 2.384737, -3.141593], [1.567811, 2.074154, 3.971254], [-2.051428, -2.340604, -2.560301], [0.880280, 0.032216, 4.038590], [-1.248029, 3.973604, -3.826158], [-2.748497, -0.225889, -3.473648], [-1.823592, 2.643682, 0.209075], [0.065258, -1.827581, 1.688639], [3.157270, -1.466786, -2.147411], [-0.350488, 1.719665, -0.860281], [2.356855, -1.882104, -0.172190], [-2.231543, -0.365869, -4.423561], [-1.768946, 1.847247, 3.116271], [3.898197, 2.572400, 2.680883], [-1.667913, 3.432364, -1.813577], [3.847543, -2.297352, -2.132045], [-1.937278, -4.672820, 4.502612], [-0.987595, 3.334392, -3.001020], [-3.392284, -3.036712, 1.934068], [4.762867, 0.979311, 1.520336], [0.153045, 0.170003, 0.912541], [4.094007, 1.251221, 2.654071], [2.422682, 1.103903, -5.245726]], "forces_ev_per_a": [[0.039, -0.008, 0.016], [0.123, 0.066, -0.095], [0.008, 0.026, 0.008], [-0.008, 0.001, 0.009], [0.028, 0.049, -0.034], [0.010, 0.027, -0.104], [0.043, -0.012, -0.027], [0.030, -0.007, -0.036], [-0.020, -0.010, 0.036], [0.009, -0.048, 0.127], [-0.015, 0.010, -0.054], [0.064, 0.082, -0.082], [0.030, 0.005, 0.005], [0.007, 0.004, -0.014], [0.008, 0.072, -0.031], [-0.109, 0.023, 0.042], [-0.033, -0.021, 0.015], [0.033, 0.040, -0.091], [0.028, -0.035, 0.085], [-0.053, -0.089, 0.049], [0.000, -0.070, 0.033], [0.008, 0.010, -0.011], [-0.039, 0.017, 0.040], [0.016, 0.002, 0.008], [-0.001, 0.013, -0.034], [-0.062, 0.089, -0.078], [0.040, -0.172, 0.146], [0.182, -0.097, 0.026], [-0.023, 0.007, -0.028], [0.027, -0.007, -0.001], [0.032, -0.012, 0.097], [0.073, 0.044, 0.006], [0.011, -0.120, -0.091], [-0.090, 0.013, -0.049], [0.052, -0.036, -0.129], [-0.038, -0.029, -0.027], [-0.023, 0.028, -0.009], [0.012, -0.010, 0.002], [-0.031, -0.090, 0.078], [0.042, -0.010, 0.090], [0.156, -0.068, -0.141], [-0.004, -0.009, 0.018], [-0.003, -0.014, 0.006], [0.015, -0.061, 0.106], [-0.020, 0.097, 0.003], [-0.142, 0.078, -0.207], [-0.093, -0.051, -0.008], [-0.002, 0.005, -0.006], [0.028, 0.033, -0.008], [0.012, 0.002, -0.031], [0.007, -0.105, 0.030], [0.000, -0.066, 0.031], [0.038, 0.115, 0.110], [0.033, 0.031, 0.016], [-0.018, -0.023, -0.001], [-0.191, 0.011, 0.069], [-0.065, 0.074, 0.018], [-0.005, 0.025, -0.036], [0.001, 0.004, -0.012], [-0.004, 0.003, -0.006], [-0.032, 0.040, 0.029], [-0.046, -0.017, 0.041], [0.005, -0.058, -0.093], [-0.111, 0.188, 0.218], [0.024, 0.013, -0.005], [0.006, 0.009, -0.031]], "lowdin_charge": [0.152, 0.581, 0.099, 0.127, -0.121, -0.351, -0.568, 0.016, 0.083, 0.545, -0.081, -0.133, 0.728, -0.082, 0.076, 0.076, 0.645, -0.056, 0.143, -0.210, -0.064, 0.117, -0.141, 0.042, -0.662, -0.132, 0.064, 0.074, 0.093, 0.121, -0.272, -0.197, -0.177, -0.410, -0.335, 0.012, -0.451, 0.117, -0.558, 0.077, 0.101, 0.052, 0.089, -0.051, 0.165, -1.385, 0.132, 0.106, -0.143, 0.105, -0.175, -0.014, 0.075, 0.129, 0.064, -0.319, 0.164, -0.008, 0.117, 0.105, 0.024, -0.061, 0.144, 1.025, -0.565, 0.134], "charge": -1, "gap_ev": 4.9, "homo_energy_ev": -4.68}

(3)
{"formula": "C27H16Cl2MoN6OS5", "method": "ωB97M-V/def2-TZVPD", "elements": ["C", "S", "S", "C", "H", "H", "C", "H", "C", "C", "C", "N", "C", "N", "H", "H", "S", "C", "H", "C", "C", "S", "H", "H", "C", "C", "H", "C", "Cl", "C", "Mo", "N", "C", "S", "C", "C", "N", "C", "H", "Cl", "C", "C", "C", "H", "C", "C", "C", "O", "H", "H", "C", "C", "N", "C", "N", "H", "H", "H"], "coordinates": [[-0.862372, 2.393729, -2.287038], [-2.478504, 0.993544, -0.044989], [0.729687, 2.575782, 0.518390], [4.840902, -0.253413, 1.173988], [-0.459653, -2.943589, -1.043432], [1.150220, 1.434634, 5.598548], [4.336613, -0.940580, 0.083383], [-2.760533, 0.373765, 7.050269], [-1.416020, -2.558733, -0.716133], [-0.014195, -0.093546, -5.513218], [2.574546, 0.285341, 1.787333], [1.797937, 0.704377, 2.861364], [3.949926, 0.349725, 2.026465], [2.091908, -0.264714, 0.646951], [4.973283, -1.453171, -0.623633], [-0.530338, 1.325858, 7.455084], [3.467550, 2.984007, -1.472585], [-3.850418, -1.467517, 0.037529], [2.566838, -1.390092, -1.009489], [-2.583880, -0.787322, 0.467646], [-0.327859, 0.843331, -4.493501], [3.292353, 1.409313, -2.760886], [-1.067412, 2.498938, -5.673668], [-4.769206, -0.952264, 0.295003], [-1.463785, 0.031859, 3.968255], [-0.870943, 2.129689, -4.675641], [5.906988, -0.207262, 1.361438], [2.979145, -0.903097, -0.143913], [1.582836, -3.183279, -3.538869], [-1.542194, -0.296132, 2.518976], [-0.006509, 0.236335, -0.139789], [-0.335051, 1.212985, -2.082731], [-2.553005, -3.268554, -0.928945], [1.601343, 3.732808, -0.967061], [-2.402862, -0.056798, 4.977979], [0.533223, 0.494192, 2.907024], [-1.381816, -1.328169, -0.140550], [-0.777832, 0.952551, 6.467780], [-2.507156, -4.234880, -1.412896], [-0.350432, 0.309473, -7.191018], [0.524800, -0.802156, -2.847063], [-0.212617, 0.559697, 4.197726], [0.160260, 1.024081, 5.442414], [-1.547236, 3.881463, -3.671193], [0.824872, -1.650482, -3.883985], [-1.131112, 2.887732, -3.577178], [-3.818909, -2.652925, -0.579259], [0.746270, -1.032685, -1.590118], [-3.383038, -0.471384, 4.775645], [-1.106092, 2.970232, -1.408798], [0.549527, -1.294316, -5.220334], [-0.063656, 0.451412, -3.177185], [-0.306837, 0.061957, 1.930556], [-2.044812, 0.415545, 6.237840], [-2.563647, -0.761540, 1.956315], [4.256539, 0.864992, 2.925443], [-4.745446, -3.157605, -0.837894], [0.797811, -1.983142, -6.016356]], "forces_ev_per_a": [[-0.247, 0.372, -0.202], [0.352, -0.054, 0.085], [-0.430, -0.527, -0.426], [0.013, 0.063, 0.038], [0.059, 0.043, -0.037], [-0.020, 0.000, -0.008], [-0.070, -0.079, -0.032], [-0.006, -0.003, 0.013], [-0.127, 0.070, -0.268], [-0.068, 0.289, -0.059], [-0.375, -0.063, 0.350], [0.532, 0.145, -0.297], [0.120, 0.043, 0.140], [0.386, -0.058, -0.149], [-0.017, 0.040, -0.013], [0.016, -0.018, -0.013], [-0.155, -0.071, 0.174], [0.119, -0.007, 0.073], [0.003, 0.106, -0.038], [0.028, 0.381, 0.271], [-0.001, -0.050, -0.139], [-0.033, 0.031, -0.119], [-0.003, -0.030, 0.009], [0.019, -0.066, -0.020], [-0.176, -0.185, -0.268], [-0.018, -0.036, -0.209], [0.002, 0.028, 0.011], [0.107, 0.090, -0.024], [-0.051, 0.063, -0.044], [0.647, 0.075, 0.192], [-0.993, 0.375, 0.679], [0.237, -0.133, -0.230], [-0.082, 0.031, 0.108], [0.177, -0.090, -0.063], [-0.050, -0.013, 0.102], [-0.286, -0.394, 0.164], [0.077, -0.017, 0.098], [0.034, 0.011, -0.049], [-0.004, -0.002, 0.070], [0.026, -0.012, 0.128], [-0.001, 0.255, 0.633], [0.296, 0.173, -0.217], [0.067, 0.042, 0.168], [0.010, 0.010, 0.015], [0.060, -0.270, -0.560], [-0.052, 0.081, 0.269], [0.109, -0.047, -0.033], [0.002, -0.142, -0.155], [0.024, 0.019, 0.009], [0.027, 0.049, 0.008], [0.165, -0.287, 0.241], [0.182, -0.200, 0.255], [-0.103, 0.105, 0.056], [-0.026, -0.052, -0.120], [-0.529, -0.077, -0.560], [0.022, -0.028, -0.005], [0.004, 0.045, -0.037], [-0.001, -0.026, 0.037]], "nbo_charge": [0.104, -0.241, -0.278, -0.156, 0.206, 0.222, -0.269, 0.195, 0.057, -0.075, 0.414, -0.543, -0.256, -0.490, 0.214, 0.196, -0.105, -0.230, 0.247, 0.145, -0.030, -0.713, 0.213, 0.201, 0.021, -0.166, 0.198, 0.105, -0.036, 0.398, 1.007, -0.390, -0.396, -0.110, -0.210, 0.481, -0.614, -0.233, 0.194, -0.062, 0.419, -0.086, -0.174, 0.209, -0.149, -0.244, -0.217, -0.698, 0.224, 0.236, -0.212, 0.111, -0.579, -0.223, -0.457, 0.218, 0.185, 0.223], "charge": -2, "gap_ev": 5.0, "homo_energy_ev": -0.78}

Number 1: F_max 0.3 eV/A, DFT total energy -105607.05073 eV. Number 2: F_max 0.3 eV/A, DFT total energy -117198.28011 eV. Number 3: F_max 1.3 eV/A, DFT total energy -120328.23500 eV.